[1]
# C46H38MgN4O3P2S3

A molecular structure, C46H38MgN4O3P2S3 (the ωB97M-V functional and the def2-TZVPD basis, OMol25).

LUMO ... 4.01 eV
2S+1 ... 1
E_HOMO ... -1.4 eV
Relative energy (zero: lowest compared OMol25 entry of this formula, charge and spin) ... 0.0 kJ/mol
Kohn-Sham gap ... 5.4 eV
Total charge ... -2
Calculated total energy ... -116957.429 eV
F_max ... 0.15 eV Å⁻¹
M ... 877.29 g/mol

XYZ file:
```
97
Properties=species:S:1:pos:R:3:forces:R:3
Mg -1.010977 0.078682 -0.736968 -0.1 -0.1 0.0
C 0.513843 -2.955907 -0.478331 0.1 0.0 0.0
P 1.565215 -2.557926 -1.972588 0.0 0.0 0.0
C 3.119635 -3.464722 -1.528084 0.0 0.0 0.0
C 3.657140 -4.519924 -2.267698 0.0 0.0 0.0
C 4.886754 -5.077391 -1.937378 0.0 0.0 0.0
C 5.608449 -4.597543 -0.854592 0.0 0.0 0.0
C 5.090442 -3.545050 -0.109918 0.0 0.0 0.0
C 3.871477 -2.978965 -0.450961 0.0 0.0 0.0
C 0.887049 -3.735004 -3.211226 0.0 0.0 0.0
C 0.988160 -3.389446 -4.556552 0.0 0.0 0.0
C 0.544789 -4.252001 -5.548864 0.0 0.0 0.0
C -0.030800 -5.468124 -5.205894 0.0 0.0 0.0
C -0.161540 -5.813153 -3.868613 0.0 0.0 0.0
C 0.299244 -4.953192 -2.880993 0.0 0.0 0.0
C 0.722248 -2.073826 0.715878 0.1 0.1 0.0
C 1.414888 -2.390305 1.876431 -0.1 0.0 0.0
C 1.252983 -1.288994 2.748529 0.1 0.1 0.0
C 0.494164 -0.357462 2.051841 -0.1 0.0 0.0
C -0.046297 0.942155 2.555564 0.0 0.1 0.0
P 0.761007 2.507336 1.918129 0.0 0.0 0.0
C -0.351242 3.738733 2.708527 0.0 0.0 0.1
C -0.704555 3.668702 4.059308 0.0 0.0 0.0
C -1.575860 4.590657 4.612091 0.0 0.0 0.0
C -2.107848 5.604654 3.821637 0.0 0.0 0.0
C -1.766474 5.688955 2.482986 0.0 -0.1 0.0
C -0.891880 4.756001 1.930357 -0.1 0.0 0.0
C 2.218801 2.643483 3.039819 0.0 0.0 0.0
C 2.533177 3.810125 3.739140 0.0 0.0 0.0
C 3.701006 3.904993 4.483629 0.0 0.0 0.0
C 4.581986 2.834401 4.549584 0.0 0.0 0.0
C 4.284523 1.670262 3.854046 0.0 0.0 0.0
C 3.124081 1.579192 3.099230 0.0 0.0 0.0
N 0.174358 -0.826707 0.813507 -0.1 0.0 0.0
H 0.695528 -3.990381 -0.178410 0.0 0.0 0.0
H -0.519985 -2.887303 -0.830332 0.0 0.0 0.0
H 3.105687 -4.917304 -3.110925 0.0 0.0 0.0
H 5.277698 -5.897361 -2.529595 0.0 0.0 0.0
H 6.564031 -5.037096 -0.593239 0.0 0.0 0.0
H 5.638580 -3.159454 0.742333 0.0 0.0 0.0
H 3.478887 -2.163194 0.143537 0.0 0.0 0.0
H 1.392999 -2.418147 -4.815338 0.0 0.0 0.0
H 0.624670 -3.962556 -6.590150 0.0 0.0 0.0
H -0.397845 -6.133904 -5.978437 0.0 0.0 0.0
H -0.638212 -6.745468 -3.590748 0.0 0.0 0.0
H 0.189194 -5.235403 -1.841756 0.0 0.0 0.0
H 1.931725 -3.319128 2.073555 0.0 0.0 0.0
H 1.602775 -1.196557 3.767754 0.0 0.0 0.0
H -0.014162 0.953469 3.646993 0.0 0.0 0.0
H -1.094368 1.050747 2.257266 0.0 0.0 0.0
H -0.289473 2.886377 4.683420 0.0 0.0 0.0
H -1.850554 4.514484 5.658014 0.0 0.0 0.0
H -2.803854 6.316599 4.250028 0.0 0.0 0.0
H -2.198818 6.440727 1.837184 0.0 0.0 0.0
H -0.663440 4.807229 0.871684 0.0 0.0 0.0
H 1.854744 4.654194 3.705913 0.0 0.0 0.0
H 3.920805 4.822076 5.018253 0.0 0.0 0.0
H 5.490854 2.908004 5.134862 0.0 0.0 0.0
H 4.959535 0.823054 3.894530 0.0 0.0 0.0
H 2.902016 0.661851 2.565557 0.0 0.0 0.0
S -1.296958 -0.962584 -2.957927 0.0 0.0 0.0
C -2.524667 -2.187214 -2.645165 0.0 0.0 0.0
C -2.721272 -3.180290 -3.612324 0.0 0.0 0.0
C -3.648473 -4.198468 -3.457974 0.0 0.0 0.0
C -4.415915 -4.243074 -2.300045 0.0 0.0 0.0
C -4.235435 -3.272709 -1.327799 0.0 0.0 0.0
C -3.302448 -2.233356 -1.459639 0.0 0.0 0.0
S -3.172037 -1.062734 -0.155827 0.0 0.0 0.0
H -2.110734 -3.139364 -4.507074 0.0 0.0 0.0
H -3.762091 -4.950274 -4.232139 0.0 0.0 0.0
H -5.149650 -5.028704 -2.150755 0.0 0.0 0.0
H -4.825789 -3.300800 -0.419193 0.0 0.0 0.0
O -2.655810 6.393894 -0.539206 0.0 0.0 0.0
S -3.269744 5.200309 -1.083412 0.0 0.0 0.0
O -4.149669 5.405625 -2.208037 0.0 0.0 0.0
N -2.169006 4.056305 -1.361316 0.0 0.0 0.0
C -2.349338 2.996304 -0.580131 0.0 0.0 0.0
O -1.623803 1.987856 -0.561829 0.0 0.0 0.1
C -3.523126 3.122091 0.358464 0.0 0.0 0.0
C -3.973205 2.207320 1.292293 0.0 0.0 0.0
C -5.052596 2.573115 2.087548 0.0 0.0 0.0
C -5.665014 3.815335 1.937723 0.0 0.0 0.0
C -5.218635 4.723125 0.983064 0.0 0.0 0.0
C -4.143004 4.343642 0.207588 0.0 0.0 0.0
H -3.508843 1.232646 1.372753 0.0 0.0 0.0
H -5.428499 1.879062 2.828876 0.0 0.0 0.0
H -6.506348 4.073971 2.569975 0.0 0.0 0.0
H -5.695383 5.686205 0.852527 0.0 0.0 0.0
N 3.069209 1.070348 -1.802302 0.0 -0.1 0.0
C 2.452431 1.573251 -2.929048 0.0 0.1 0.0
C 1.118202 1.467146 -2.688189 0.0 0.0 0.0
N 0.914690 0.895355 -1.456860 0.1 0.0 -0.1
C 2.100196 0.658807 -0.958084 0.0 0.1 0.1
H 4.053647 0.939884 -1.662443 0.0 0.0 0.0
H 3.006482 1.959355 -3.765576 0.0 0.0 0.0
H 0.286653 1.754623 -3.309518 0.0 0.0 0.0
H 2.289015 0.195753 -0.002527 0.0 0.0 0.0
```
Positions in Å, forces in eV/Å.

---

[2]
# C46H38N4OP2SSiV

A molecular structure, C46H38N4OP2SSiV in a non-equilibrium geometry (the ωB97M-V functional and the def2-TZVPD basis, OMol25).

LUMO (spin up / spin down) ... 4.26 / 4.26 eV
2S+1 ... 4
E_HOMO (spin up / spin down) ... 1.4 / -0.7 eV
Relative energy (zero: lowest compared OMol25 entry of this formula, charge and spin) ... 0.0 kJ/mol
Kohn-Sham gap (spin up / spin down) ... 2.9 / 4.9 eV
Total charge ... -2
Calculated total energy ... -119303.472 eV
F_max ... 2.58 eV Å⁻¹
M ... 835.88 g/mol

XYZ file:
```
94
Properties=species:S:1:pos:R:3:forces:R:3
V -0.510682 0.620916 -1.240363 0.1 -0.3 0.3
N -3.622405 4.232808 0.159007 0.0 -0.1 0.8
C -2.917599 3.145696 -0.417948 -0.1 0.5 -0.3
S -1.782258 3.634741 -1.642085 -0.2 0.6 -0.3
N -3.231893 1.967242 -0.124698 -0.3 -0.5 0.9
N -2.650406 0.977514 -0.922589 0.2 -0.5 -0.6
C -3.609667 0.509340 -1.761229 0.4 -0.8 -0.1
C -3.505872 -0.539638 -2.721842 -1.3 0.0 0.8
C -4.726951 -1.083591 -3.284281 1.3 0.4 0.1
C -4.696308 -2.199315 -4.088874 -0.1 -0.1 0.0
C -3.504155 -2.834244 -4.370792 1.1 -0.3 -0.2
C -2.286910 -2.326857 -3.872855 -0.5 0.0 0.5
C -2.286229 -1.246602 -2.989699 0.7 0.6 -0.5
O -1.150757 -0.815079 -2.470573 0.0 -0.4 0.2
H -2.971054 4.942388 0.465124 0.1 0.2 -0.1
H -4.132861 3.913902 0.992617 0.2 -0.1 -0.6
H -4.609203 0.874777 -1.516621 0.0 0.0 -0.3
H -5.649900 -0.578612 -3.075224 -0.4 0.2 0.2
H -5.583035 -2.638137 -4.501422 -0.6 0.0 -0.1
H -3.460541 -3.726998 -4.985934 -0.2 0.0 -0.1
H -1.347413 -2.838007 -4.065431 0.0 0.1 0.0
C 2.719637 -0.740105 -3.166198 1.3 0.1 -0.4
Si 1.811623 -0.697195 -1.517394 -0.6 0.7 0.2
C 3.141716 -0.215878 -0.174401 -0.2 -0.1 -0.1
C 4.347964 -0.903396 -0.029725 0.5 0.2 0.2
C 5.253530 -0.594566 0.993604 -1.0 -0.2 -0.1
C 4.895286 0.318683 1.979687 -0.6 0.3 0.1
C 3.695729 1.037524 1.857623 -0.3 -1.0 -1.2
C 2.817701 0.790908 0.754632 1.0 -0.2 0.7
P 1.291238 1.742569 0.315161 0.1 0.6 -0.5
C 2.165244 3.074130 -0.660390 0.1 0.4 -0.3
C 1.609657 3.695776 -1.813388 1.1 0.3 0.5
C 2.311642 4.800200 -2.359172 0.0 0.5 -0.3
C 3.477906 5.303331 -1.831264 -0.4 0.4 -0.6
C 4.041846 4.736830 -0.714960 -0.7 -1.4 0.5
C 3.373846 3.626196 -0.189744 0.3 -0.4 0.3
C 0.992769 2.754086 1.840993 -0.2 -0.7 0.2
C 0.923713 2.123696 3.100383 0.4 0.4 -1.3
C 0.703782 2.875259 4.219276 -0.1 0.4 0.8
C 0.473031 4.250461 4.114884 0.2 -0.7 -0.7
C 0.458304 4.862592 2.869185 -0.3 -0.1 0.3
C 0.704623 4.103047 1.727978 0.0 -0.1 0.7
C 1.633625 -2.543459 -0.999301 0.1 -1.1 -0.1
C 2.521110 -3.592963 -1.395068 -0.2 0.3 0.4
C 2.421737 -4.906199 -0.886419 -0.2 2.5 -0.5
C 1.440772 -5.181106 0.040799 -0.3 -0.4 0.2
C 0.525237 -4.215151 0.419146 0.0 0.7 -0.7
C 0.587943 -2.912943 -0.126608 -0.1 -0.4 0.3
P -0.665458 -1.629401 0.402055 0.7 0.2 0.4
C -0.525538 -1.854031 2.263207 0.7 0.5 0.0
C -1.511406 -2.366611 3.100191 0.8 0.2 -0.4
C -1.322004 -2.364322 4.466960 -0.9 -0.4 1.0
C -0.194500 -1.882777 5.078249 1.2 0.8 -0.7
C 0.835626 -1.371757 4.255278 -0.6 -0.4 0.5
C 0.660329 -1.361470 2.880420 0.2 0.2 -0.6
C -2.312436 -2.305863 0.085558 -0.1 -0.5 -0.4
C -2.541088 -3.428087 -0.708391 0.5 0.4 0.5
C -3.801702 -3.893829 -0.972544 -0.6 0.3 -0.1
C -4.913075 -3.192550 -0.497593 1.3 -0.4 0.2
C -4.690820 -2.098739 0.317243 -0.8 0.3 0.0
C -3.418389 -1.626593 0.559356 0.1 -0.1 0.3
H 3.659332 -1.324086 -3.116400 -0.2 0.1 0.0
H 3.042666 0.272199 -3.501832 -0.4 -0.5 0.3
H 2.123754 -1.196294 -3.957402 -0.2 0.1 0.0
H 4.573652 -1.726020 -0.718523 0.0 0.3 0.2
H 6.173708 -1.131916 1.083341 0.5 -0.3 0.0
H 5.500873 0.412036 2.885228 0.0 0.2 -0.4
H 3.393337 1.743292 2.598849 0.0 0.4 0.5
H 0.260850 4.004580 -3.174482 -0.4 0.1 -0.5
H 1.841376 5.274031 -3.227705 0.3 -0.1 0.2
H 3.980707 6.146431 -2.282174 -0.1 0.2 -0.3
H 4.975853 5.076559 -0.315887 0.3 0.1 0.2
H 3.874869 3.090519 0.613042 -0.2 0.2 0.1
H 1.121376 1.069710 3.127706 -0.1 -0.2 0.3
H 0.744218 2.413041 5.204326 -0.2 0.0 -0.1
H 0.281936 4.797265 5.000891 -0.1 0.6 0.7
H 0.210938 5.918612 2.821104 0.1 0.0 -0.2
H 0.673942 4.510818 0.745823 0.0 0.6 -0.5
H 3.350853 -3.343094 -2.084103 -0.6 -0.2 0.3
H 3.135484 -5.605671 -1.224878 0.6 -1.0 -0.2
H 1.369052 -6.183564 0.432773 -0.1 -0.2 0.2
H -0.298211 -4.473496 1.067099 0.0 0.0 0.3
H -2.411410 -2.770357 2.697033 -0.5 -0.1 -0.3
H -2.118265 -2.742834 5.103032 0.0 0.0 -0.1
H -0.087934 -1.806378 6.153690 -0.1 -0.2 0.0
H 1.734320 -0.980936 4.741674 -0.2 0.0 -0.4
H 1.463143 -0.908218 2.260093 -0.6 -0.5 0.3
H -1.691938 -3.914703 -1.123366 0.5 -0.5 -0.3
H -3.889927 -4.764095 -1.594485 -0.3 -0.2 -0.3
H -5.888647 -3.506183 -0.769525 -0.8 -0.2 -0.1
H -5.530314 -1.559086 0.750571 0.1 0.0 -0.2
H -3.292549 -0.725771 1.119547 0.1 0.5 0.3
N 0.505729 3.344041 -2.464841 -0.4 -1.4 0.1
C -0.487423 2.381026 -2.013814 0.1 1.2 0.3
```
Positions in Å, forces in eV/Å.